{
  "formula": "C26H40AuCl3N4O3Si",
  "method": "wB97M-V/def2-TZVPD",
  "species": ["C", "C", "H", "H", "H", "C", "C", "H", "H", "H", "H", "Au", "Cl", "Cl", "C", "O", "N", "C", "C", "H", "H", "H", "H", "H", "H", "H", "H", "H", "C", "C", "N", "H", "C", "O", "H", "H", "H", "H", "O", "C", "C", "C", "H", "C", "H", "C", "H", "C", "C", "H", "H", "H", "Si", "Cl", "C", "C", "C", "H", "H", "H", "H", "H", "H", "H", "H", "H", "N", "C", "C", "C", "C", "N", "C", "C", "H", "H", "H", "H"],
  "coordinates": [[1.6539, -1.5880, -4.7322], [1.0932, -0.3685, -4.0331], [1.7873, -1.4380, -5.8037], [0.9234, -2.3831, -4.5676], [2.6123, -1.9042, -4.3096], [0.5347, 0.6906, -4.7194], [0.1409, 0.6290, -6.1383], [0.4109, 1.6486, -4.2265], [-0.4614, -0.2513, -6.4032], [0.9970, 0.6697, -6.8255], [-0.4890, 1.4913, -6.3685], [0.5022, -1.4588, 2.0003], [2.2543, 0.0399, 1.4869], [-1.3095, -2.8219, 2.4806], [-0.0674, 2.4636, 1.9602], [-1.1231, 1.8662, 1.9560], [0.0925, 3.7517, 2.3425], [-1.0759, 4.4961, 2.7890], [1.3142, 4.4772, 2.0486], [0.8829, 1.9919, 1.6345], [-1.8680, 3.7883, 3.0621], [-1.4422, 5.1780, 2.0025], [-0.8024, 5.1023, 3.6616], [2.1112, 3.7571, 1.8353], [1.5998, 5.0850, 2.9092], [1.1984, 5.1505, 1.1886], [-2.2112, -1.4922, -2.5582], [-2.1023, 0.8600, -3.1892], [-2.7955, -1.3088, -1.6551], [-2.8860, 1.0321, -2.4447], [-2.7146, 0.1024, -1.3332], [-2.4075, -1.9111, -0.8250], [-3.0596, 0.4828, -0.0546], [-3.1560, -0.2993, 0.8882], [-2.8197, 2.0669, -2.0909], [-3.2348, 1.5714, 0.0350], [-3.8412, -1.5915, -1.8453], [-3.8491, 0.8766, -2.9469], [0.2515, -0.9773, -2.7524], [1.3729, -0.2223, -2.5264], [0.0612, 1.5599, -1.2453], [1.2271, 1.1601, -1.9229], [-0.6599, 0.7917, -0.9550], [-0.1950, 2.9240, -1.0615], [2.2296, -0.8272, -2.1773], [2.2804, 2.0864, -2.0588], [-1.1859, 3.2427, -0.7216], [0.7957, 3.8553, -1.3643], [2.0640, 3.4308, -1.7632], [3.2466, 1.7217, -2.4166], [0.5947, 4.9099, -1.2055], [2.8579, 4.1589, -1.9106], [0.7525, -4.6114, 0.0185], [0.9287, -2.3324, -0.0781], [-0.9959, -5.1626, -0.2602], [1.3828, -4.9582, 1.7595], [2.0292, -5.2959, -1.1361], [-1.4890, -4.4564, -0.9448], [-1.5752, -5.2217, 0.6750], [-1.0432, -6.1638, -0.7249], [1.6029, -5.5264, -2.1224], [2.3497, -6.2221, -0.6268], [2.9078, -4.6552, -1.2965], [1.1752, -4.1447, 2.4752], [2.4755, -5.1048, 1.7653], [0.9571, -5.8886, 2.1713], [-0.9537, 0.6180, 8.7664], [-0.7217, 0.4833, 7.6271], [-0.3991, 0.3278, 6.2259], [-1.4461, 0.2852, 5.2896], [-1.1528, -0.1268, 3.9875], [0.1395, -0.4358, 3.6995], [1.1865, -0.1722, 4.5001], [0.9405, 0.2077, 5.8108], [-2.4700, 0.5499, 5.5448], [-1.8905, -0.3139, 3.2049], [2.1868, -0.3595, 4.0762], [1.7887, 0.4136, 6.4633]],
  "lowdin_charge": [-0.007, -0.312, 0.075, 0.091, 0.086, -0.062, -0.097, 0.115, 0.089, 0.086, 0.073, 0.367, -0.053, -0.023, -0.385, -0.015, -0.183, -0.044, -0.055, 0.033, 0.086, 0.092, 0.086, 0.093, 0.084, 0.076, 0.076, 0.077, -0.054, -0.061, -0.210, 0.075, -0.325, -0.016, 0.078, 0.133, 0.097, 0.090, -0.074, -0.320, -0.035, -0.186, 0.101, -0.090, 0.133, -0.034, 0.106, -0.108, -0.083, 0.122, 0.097, 0.102, 0.336, 0.305, -0.211, -0.240, -0.210, 0.027, 0.021, 0.041, 0.034, 0.042, 0.039, -0.030, 0.035, 0.043, 0.163, -0.160, -0.203, 0.025, -0.137, -0.173, -0.135, 0.005, 0.130, 0.069, 0.074, 0.125],
  "fmax_ev_per_a": 3.20,
  "lumo_ev": [-0.57, -0.57],
  "e_above_lowest_kcal_mol": 0.0,
  "spin_multiplicity": 3,
  "s2": 2.021,
  "homo_ev": [-6.8111, -8.7676]
}


{
  "formula": "C26H40BCeN8O5",
  "method": "wB97M-V/def2-TZVPD",
  "species": ["Ce", "C", "C", "O", "C", "C", "O", "C", "C", "O", "C", "C", "O", "C", "C", "O", "H", "H", "H", "H", "H", "H", "H", "H", "H", "H", "H", "H", "H", "H", "H", "H", "H", "H", "H", "H", "C", "C", "C", "C", "N", "N", "B", "N", "C", "C", "C", "C", "N", "N", "C", "C", "C", "C", "N", "N", "C", "C", "C", "C", "N", "H", "H", "H", "H", "H", "H", "H", "H", "H", "H", "H", "H", "H", "H", "H", "H", "H", "H", "H", "H"],
  "coordinates": [[0.2938, -0.8738, 0.1791], [2.0324, -3.1469, -1.9775], [2.1565, -3.9607, -0.7239], [1.8772, -3.0900, 0.3824], [2.1000, -3.7332, 1.6562], [2.2880, -2.6473, 2.6587], [1.1589, -1.7410, 2.6045], [0.1813, -1.9845, 3.6358], [-1.0134, -1.1593, 3.2991], [-1.4543, -1.4854, 1.9542], [-2.3397, -2.6264, 1.8528], [-1.7965, -3.6435, 0.8768], [-1.1389, -2.9474, -0.2087], [-1.0505, -3.7122, -1.4329], [-0.3557, -2.8576, -2.4581], [0.8658, -2.2829, -1.9466], [1.9967, -3.7873, -2.8560], [2.8864, -2.4918, -2.0670], [3.1746, -4.3389, -0.6541], [1.4818, -4.8121, -0.6937], [2.9969, -4.3494, 1.6159], [1.2505, -4.3755, 1.8902], [3.1763, -2.0758, 2.4149], [2.4080, -3.0523, 3.6625], [0.5805, -1.6906, 4.6047], [-0.0664, -3.0478, 3.6683], [-0.7533, -0.1035, 3.2902], [-1.8167, -1.3062, 4.0160], [-3.3113, -2.2605, 1.5448], [-2.4521, -3.0970, 2.8268], [-2.6224, -4.2362, 0.4881], [-1.0830, -4.3193, 1.3396], [-2.0508, -3.9613, -1.7900], [-0.5253, -4.6423, -1.2410], [-0.9818, -2.0155, -2.7420], [-0.1579, -3.4500, -3.3472], [-3.8060, -1.2453, -1.0255], [-3.2388, 0.0739, -0.6839], [-4.0347, 1.2992, -0.5705], [-3.1219, 2.3313, -0.3927], [-1.9160, 1.7827, -0.3962], [-1.9683, 0.3590, -0.5431], [-0.5018, 2.4135, -0.4101], [0.1957, 2.2676, 0.9432], [0.3550, 3.2830, 1.8532], [1.3039, 2.9141, 2.7549], [1.7167, 1.6248, 2.3652], [2.8128, 0.8158, 2.9680], [1.0206, 1.2226, 1.2874], [0.2823, 1.7333, -1.5659], [0.2858, 2.2074, -2.8705], [1.3170, 1.6332, -3.5330], [1.9327, 0.7675, -2.5911], [3.1759, -0.0210, -2.7746], [1.2815, 0.8200, -1.4093], [-0.4849, 3.9338, -0.7552], [0.7641, 4.6714, -0.9367], [0.4513, 5.9334, -1.2595], [-0.9769, 5.9657, -1.2702], [-1.8700, 7.0771, -1.5417], [-1.5014, 4.6801, -0.9569], [-4.2202, -1.1872, -2.0432], [-4.6535, -1.4836, -0.3727], [-3.0628, -2.0326, -0.9890], [-5.1195, 1.3766, -0.6197], [-3.2697, 3.3992, -0.3033], [-0.2219, 4.2015, 1.7938], [1.6747, 3.4959, 3.5900], [3.6837, 1.4564, 3.1241], [3.1064, 0.0044, 2.3152], [2.5341, 0.4146, 3.9459], [-0.4460, 2.9310, -3.2135], [1.6144, 1.8008, -4.5612], [3.9850, 0.6638, -3.0451], [3.0858, -0.7271, -3.6061], [3.4706, -0.5367, -1.8645], [1.7230, 4.1840, -0.7915], [1.1230, 6.7625, -1.4565], [-1.3474, 8.0276, -1.5915], [-2.6893, 7.1081, -0.8099], [-2.3804, 6.9023, -2.5093]],
  "lowdin_charge": [1.757, -0.088, -0.114, -0.215, -0.109, -0.108, -0.238, -0.111, -0.098, -0.241, -0.083, -0.087, -0.285, -0.107, -0.097, -0.235, 0.166, 0.113, 0.163, 0.141, 0.163, 0.144, 0.136, 0.166, 0.165, 0.152, 0.143, 0.165, 0.139, 0.158, 0.163, 0.141, 0.161, 0.143, 0.149, 0.164, 0.009, -0.300, 0.066, -0.019, 0.027, 0.046, -0.670, 0.033, 0.008, 0.054, -0.266, 0.021, -0.024, 0.001, 0.009, 0.055, -0.263, 0.008, -0.014, 0.020, 0.046, 0.063, -0.162, 0.032, 0.204, 0.123, 0.114, 0.049, 0.133, 0.129, 0.155, 0.147, 0.119, 0.063, 0.109, 0.155, 0.146, 0.120, 0.111, 0.078, 0.154, 0.154, 0.113, 0.126, 0.141],
  "fmax_ev_per_a": 3.50,
  "lumo_ev": [-15.06, -15.10],
  "charge": 4,
  "spin_multiplicity": 2,
  "s2": 0.756,
  "homo_ev": [-19.1732, -19.1706]
}


{
  "formula": "C26H40BrCrNOP2",
  "method": "wB97M-V/def2-TZVPD",
  "species": ["N", "C", "C", "C", "C", "C", "C", "Cr", "P", "C", "C", "C", "C", "C", "C", "C", "Br", "H", "H", "H", "H", "H", "H", "H", "H", "H", "H", "P", "C", "C", "H", "H", "H", "H", "H", "C", "C", "H", "H", "H", "H", "H", "C", "C", "H", "H", "H", "H", "H", "C", "C", "H", "H", "H", "H", "H", "C", "C", "H", "H", "H", "H", "H", "C", "C", "H", "H", "H", "H", "H", "O", "C"],
  "coordinates": [[-7.0648, 5.5604, -4.7172], [-6.8265, 6.1911, -3.5617], [-6.1278, 5.5716, -2.5266], [-5.5526, 4.3070, -2.7522], [-5.8127, 3.6678, -3.9784], [-6.5988, 4.3291, -4.9302], [-4.6747, 3.6866, -1.7830], [-0.1816, -0.1926, 1.8851], [6.2390, -0.8671, 0.8742], [-3.7280, 2.7751, -2.1168], [-2.7898, 2.2605, -1.1635], [-1.5864, 1.6609, -1.6005], [-0.6843, 1.1921, -0.6479], [-1.0368, 1.2270, 0.7050], [-2.1661, 1.9005, 1.1552], [-3.0621, 2.4052, 0.2154], [2.1225, -0.0800, 2.3655], [-4.7572, 4.0793, -0.7663], [-3.6255, 2.4704, -3.1610], [-5.9739, 6.0953, -1.5812], [-5.3905, 2.6957, -4.1919], [-7.2095, 7.2126, -3.4470], [-6.8350, 3.8323, -5.8749], [-1.3718, 1.5918, -2.6704], [-3.9810, 2.8948, 0.5504], [0.2906, 0.8092, -0.9473], [-2.3805, 2.0420, 2.2126], [-0.6910, -2.1984, 1.0261], [5.6090, 0.8447, 1.1554], [6.6771, 1.8467, 0.6910], [5.3892, 0.9684, 2.2284], [4.6720, 0.9713, 0.5924], [6.4806, 2.8393, 1.1096], [7.6792, 1.5301, 1.0138], [6.6793, 1.9334, -0.4017], [5.2918, -1.3116, -0.6472], [5.9959, -2.5022, -1.3103], [5.2583, -0.4411, -1.3181], [4.2599, -1.5680, -0.3559], [5.7281, -2.5689, -2.3695], [7.0882, -2.4006, -1.2384], [5.7107, -3.4468, -0.8281], [5.2004, -1.8269, 2.0545], [5.8548, -2.0675, 3.4104], [4.9285, -2.7767, 1.5725], [4.2790, -1.2295, 2.1832], [5.2343, -2.7734, 3.9801], [6.8678, -2.4878, 3.3305], [5.9109, -1.1342, 3.9878], [-0.5520, -3.5281, 2.2545], [-1.6986, -4.5406, 2.2520], [-0.4528, -3.0318, 3.2298], [0.4113, -4.0229, 2.0551], [-2.6309, -4.1052, 2.6303], [-1.8848, -4.9316, 1.2436], [-1.4404, -5.3884, 2.8961], [0.5926, -2.5052, -0.2164], [0.1070, -2.4959, -1.6619], [1.0320, -3.4778, 0.0463], [1.3675, -1.7430, -0.0422], [-0.5131, -3.3738, -1.8657], [-0.4744, -1.6033, -1.9162], [0.9684, -2.5296, -2.3372], [-2.3743, -2.1754, 0.3427], [-3.3954, -1.6610, 1.3624], [-2.6017, -3.2056, 0.0220], [-2.3646, -1.5464, -0.5617], [-4.1344, -1.0318, 0.8529], [-3.9302, -2.4939, 1.8317], [-2.9529, -1.0459, 2.1600], [-1.3155, 0.6940, 4.5332], [-1.1014, 0.2239, 3.4768]],
  "lowdin_charge": [0.263, -0.029, 0.038, -0.178, 0.031, -0.026, -0.034, 0.043, 1.221, -0.007, -0.224, -0.018, -0.111, -0.238, -0.093, -0.008, 0.256, 0.116, 0.122, 0.142, 0.125, 0.155, 0.153, 0.120, 0.112, 0.101, 0.098, 0.849, -0.379, -0.149, 0.091, 0.084, 0.085, 0.071, 0.078, -0.372, -0.151, 0.094, 0.089, 0.083, 0.071, 0.079, -0.404, -0.137, 0.093, -0.045, 0.088, 0.080, 0.081, -0.359, -0.126, 0.081, 0.085, 0.069, 0.076, 0.085, -0.386, -0.136, 0.086, 0.030, 0.083, 0.057, 0.078, -0.366, -0.129, 0.085, 0.080, 0.080, 0.073, 0.040, 0.102, -0.194],
  "fmax_ev_per_a": 4.54,
  "lumo_ev": [-5.85, -9.31],
  "e_above_lowest_kcal_mol": 0.0,
  "charge": 2,
  "spin_multiplicity": 5,
  "s2": 6.235,
  "homo_ev": [-12.1005, -11.7225]
}


{
  "formula": "C26H40BrFeNOP2",
  "method": "wB97M-V/def2-TZVPD",
  "species": ["N", "C", "C", "C", "C", "C", "C", "Fe", "P", "C", "C", "C", "C", "C", "C", "C", "Br", "H", "H", "H", "H", "H", "H", "H", "H", "H", "H", "P", "C", "C", "H", "H", "H", "H", "H", "C", "C", "H", "H", "H", "H", "H", "C", "C", "H", "H", "H", "H", "H", "C", "C", "H", "H", "H", "H", "H", "C", "C", "H", "H", "H", "H", "H", "C", "C", "H", "H", "H", "H", "H", "O", "C"],
  "coordinates": [[-0.8925, -3.5547, -6.2536], [-0.2496, -3.9919, -5.1697], [-0.0932, -3.1813, -4.0303], [-0.8079, -1.9469, -3.9602], [-1.3153, -1.4440, -5.1723], [-1.3702, -2.3122, -6.2840], [-1.1754, -1.3681, -2.6460], [-1.4299, 0.3254, -1.6847], [-2.2454, 2.0006, 0.7445], [-2.5812, -0.9077, -2.4559], [-3.4505, -1.4414, -1.3766], [-4.7649, -0.9251, -1.2014], [-5.5446, -1.3438, -0.1259], [-4.9668, -2.1891, 0.8345], [-3.7604, -2.8488, 0.5651], [-3.0061, -2.4748, -0.5368], [-5.8817, -2.6088, 2.3969], [-0.6757, -1.9990, -1.9023], [-3.1337, -0.5946, -3.3535], [0.4930, -3.5745, -3.1992], [-1.7490, -0.4478, -5.2452], [0.1438, -5.0222, -5.2014], [-1.8511, -1.9886, -7.2170], [-5.1218, -0.1566, -1.8864], [-2.0683, -2.9780, -0.7695], [-6.5737, -1.0096, -0.0260], [-3.4580, -3.6954, 1.1734], [0.5345, 1.4028, -2.4299], [-3.3158, 0.6935, 1.4254], [-4.6113, 1.2511, 2.0266], [-2.7461, 0.1294, 2.1807], [-3.5104, -0.0070, 0.6053], [-5.2446, 0.4325, 2.3944], [-4.3750, 1.9095, 2.8730], [-5.1898, 1.8303, 1.2939], [-2.6916, 2.3907, -0.9623], [-3.5708, 3.6617, -0.9827], [-3.2480, 1.5293, -1.4041], [-1.7613, 2.5762, -1.5500], [-3.8680, 3.8986, -2.0122], [-4.4796, 3.5261, -0.3791], [-3.0222, 4.5238, -0.5768], [-0.5920, 1.5654, 1.2919], [-0.1627, 2.4239, 2.4949], [0.1186, 1.7340, 0.4607], [-0.5800, 0.4948, 1.5676], [0.9386, 2.4395, 2.5669], [-0.5286, 3.4574, 2.3711], [-0.5713, 2.0046, 3.4285], [1.8222, 2.0725, -1.2571], [2.9754, 2.8376, -1.9152], [2.1880, 1.2415, -0.6331], [1.2975, 2.7560, -0.5746], [3.6242, 2.2048, -2.5292], [2.6083, 3.6800, -2.5182], [3.6025, 3.2664, -1.1218], [-0.0085, 2.9700, -3.2595], [-1.1952, 2.9765, -4.2213], [0.8933, 3.3081, -3.7870], [-0.1720, 3.6909, -2.4436], [-1.0053, 2.3571, -5.1062], [-2.1380, 2.6505, -3.7595], [-1.3556, 4.0146, -4.5526], [1.6267, 0.8238, -3.7951], [2.6722, -0.2222, -3.4536], [2.1139, 1.7282, -4.1760], [0.9708, 0.4817, -4.6020], [2.5965, -1.0613, -4.1510], [3.6806, 0.1952, -3.5688], [2.5640, -0.6312, -2.4441], [0.6938, -0.9909, -0.0800], [-0.2869, -0.4252, -0.4452]],
  "lowdin_charge": [0.069, -0.107, 0.000, -0.219, -0.031, -0.110, -0.188, 0.354, 1.199, -0.200, -0.245, -0.035, -0.104, -0.713, -0.089, -0.014, 0.862, 0.081, 0.139, 0.116, 0.103, 0.126, 0.121, 0.127, 0.126, 0.123, 0.119, 0.990, -0.343, -0.111, 0.114, 0.038, 0.062, 0.087, 0.076, -0.390, -0.090, 0.088, 0.040, 0.095, 0.081, 0.095, -0.415, -0.104, 0.028, 0.082, 0.097, 0.079, 0.093, -0.363, -0.109, 0.087, 0.069, 0.071, 0.080, 0.095, -0.392, -0.117, 0.081, 0.086, 0.081, 0.052, 0.096, -0.365, -0.118, 0.083, 0.080, 0.081, 0.084, 0.068, 0.137, -0.169],
  "fmax_ev_per_a": 7.33,
  "lumo_ev": [-6.82, -9.15],
  "e_above_lowest_kcal_mol": 5.0,
  "charge": 2,
  "spin_multiplicity": 5,
  "s2": 6.110,
  "homo_ev": [-13.7336, -14.0034]
}